A 2-piece molecular cluster, CH8N2S2 overall at a distorted geometry, computed with the ωB97M-V functional and the def2-TZVPD basis.

Structure (XYZ):
```
13
Properties=species:S:1:pos:R:3:forces:R:3:lowdin_charge:R:1
S -1.143 -2.655 -0.806 -0.9 1.0 0.1 0.260
S -3.172 -1.998 -1.159 -0.1 -0.2 0.1 0.233
N 0.155 0.591 -0.394 -0.3 0.9 1.2 -0.006
N 1.512 1.444 1.520 0.5 -0.5 -1.4 -0.007
C 1.449 1.092 0.103 1.7 -0.9 -0.7 -0.376
H -1.523 -3.794 -1.356 0.1 -0.5 -0.2 -0.226
H 0.971 0.788 2.058 -0.2 0.4 0.5 0.060
H 1.309 2.422 1.594 -0.5 0.1 0.8 0.054
H 2.264 0.386 -0.149 -0.5 -0.3 0.3 0.101
H 0.045 -0.413 -0.440 0.7 -0.1 -0.1 -0.041
H -0.423 0.847 0.406 -0.7 0.1 -0.6 0.052
H 1.808 1.954 -0.470 -0.6 0.3 0.1 0.097
H -3.253 -0.663 -0.906 0.8 -0.5 0.0 -0.201
```
Forces are in eV/Å.

## Properties
Relative energy (zero: lowest compared OMol25 entry of this formula, charge and spin) = 23.8 kcal per mole
Gap between HOMO and LUMO = 8.64 eV
SMILES = NCN.SS
Calculated total energy = -948.73148 hartree
LUMO level = -0.217 eV

=====

C9H26NNaO5 as an isolated structure at a distorted geometry, computed with the ωB97M-V functional and the def2-TZVPD basis.

Structure (XYZ):
```
42
Properties=species:S:1:pos:R:3:forces:R:3:lowdin_charge:R:1
Na -1.757 0.601 1.825 1.1 -0.1 0.0 0.426
O 0.692 0.745 0.949 -0.4 -0.2 -1.3 -0.322
O -2.221 2.025 3.776 0.0 -0.1 -0.1 -0.025
O -4.081 0.045 2.627 0.1 0.3 -0.1 -0.018
O -1.295 -1.821 2.900 -0.5 0.3 0.2 -0.027
O -2.611 2.459 0.747 -0.3 -0.1 0.1 -0.034
N 1.379 0.238 -0.220 0.1 -0.5 0.8 -0.150
C -0.411 1.031 -1.806 -0.8 -0.9 -0.3 -0.050
C 1.084 0.989 -1.519 -0.3 0.6 1.6 -0.489
C -0.086 -1.931 -0.195 -0.2 1.5 -0.8 -0.043
C 2.099 -1.874 0.976 0.4 1.4 1.0 -0.066
C 1.344 -1.253 -0.216 0.1 -0.3 -0.5 -0.486
C 1.841 0.432 -2.730 -0.3 -0.9 -0.4 -0.151
C 1.547 2.458 -1.321 0.1 -0.6 -0.6 -0.047
C 1.768 -1.073 -2.813 0.8 -1.0 1.5 -0.199
C 2.115 -1.712 -1.477 -0.8 -1.1 0.4 -0.170
H -2.070 2.511 4.587 0.3 0.1 0.2 0.059
H -4.916 0.178 2.179 -0.2 0.0 -0.3 0.061
H -1.004 1.385 -0.963 0.4 0.3 0.1 0.041
H -0.800 -1.279 0.309 0.2 0.2 0.3 0.034
H -0.184 -2.912 0.270 0.5 -0.1 -0.2 0.068
H 1.663 -1.595 1.935 -0.5 0.2 -0.1 0.056
H 1.389 2.950 -2.280 -0.1 0.2 -0.2 0.070
H -0.566 -1.977 3.500 0.3 0.1 0.1 0.053
H -3.310 3.073 0.973 -0.1 0.2 0.1 0.058
H -4.304 -0.470 3.402 0.1 -0.3 0.3 0.064
H -2.348 2.711 -0.138 0.3 0.0 -0.3 0.050
H -1.470 -2.677 2.508 0.0 -0.2 -0.2 0.046
H 1.870 -2.771 -1.551 0.0 -0.4 -0.2 0.108
H 1.006 3.019 -0.559 0.1 -0.4 0.2 0.070
H -0.681 1.555 -2.722 0.2 0.4 0.0 0.082
H 3.200 -1.752 -1.380 0.1 0.6 0.5 0.113
H 2.198 -2.958 1.017 -0.1 -0.1 -0.7 0.075
H 2.586 -1.512 -3.383 -0.4 0.3 -1.1 0.108
H -3.172 2.033 3.666 -0.3 -0.1 -0.1 0.027
H -0.804 0.026 -1.959 0.1 -0.3 -0.1 0.063
H 3.083 -1.412 1.064 0.3 -0.1 -0.3 0.078
H 1.378 0.690 -3.682 -0.1 1.1 0.1 0.112
H 2.626 2.465 -1.162 0.0 0.1 0.4 0.078
H -0.462 -1.932 -1.218 -0.1 -0.6 -0.2 0.055
H 2.887 0.735 -2.772 0.0 0.2 0.3 0.118
H 0.799 -1.444 -3.147 0.0 0.1 -0.2 0.104
```
Forces are in eV/Å.

## Properties
Relative energy (zero: lowest compared OMol25 entry of this formula, charge and spin) = 31.6 kcal per mole
Gap between HOMO and LUMO = 4.18 eV
Calculated total energy = -951.70369 hartree
LUMO level = -0.677 eV

=====

A single C18H22N2O4S molecule at a distorted geometry, computed with the ωB97M-V functional and the def2-TZVPD basis.

Structure (XYZ):
```
47
Properties=species:S:1:pos:R:3:forces:R:3:lowdin_charge:R:1
S -0.519 0.662 -1.112 -0.2 0.3 0.5 0.695
O 4.742 4.162 1.214 -0.1 0.1 0.1 -0.057
O 0.519 0.461 -2.078 0.1 -0.1 0.2 -0.287
O -4.675 -2.095 -0.312 0.2 0.2 -0.2 -0.024
O -1.554 1.606 -1.427 -0.1 -0.2 0.1 -0.288
N -3.219 -4.410 0.414 -0.2 -0.1 0.1 -0.148
N 0.168 1.114 0.374 -0.8 -0.6 -0.5 -0.061
C -3.305 -2.105 -0.286 0.3 0.2 0.0 -0.185
C 5.917 3.997 0.447 0.3 0.0 -0.1 -0.270
C 2.522 3.619 1.704 0.2 0.0 -0.1 -0.003
C 1.371 2.889 1.499 -0.1 -0.2 -0.1 -0.023
C -4.596 -4.492 -0.013 -0.2 0.4 0.0 -0.137
C -2.558 -3.249 0.069 -0.1 0.2 0.0 -0.144
C 1.327 1.889 0.529 0.7 0.3 -0.3 -0.295
C -1.270 -0.880 -0.636 0.1 0.5 -0.1 -0.244
C 2.463 1.644 -0.230 -0.1 0.0 0.1 -0.022
C 6.936 5.014 0.939 -0.4 -0.3 -0.1 -0.067
C -0.503 -1.975 -0.263 0.1 -0.1 0.0 -0.248
C 3.616 2.386 -0.035 0.3 0.2 0.1 -0.008
C -5.279 -3.176 0.355 -0.2 -0.5 0.2 -0.162
C -2.497 -5.645 0.582 0.1 0.1 0.0 -0.058
C -2.651 -0.940 -0.640 -0.3 -0.2 0.0 0.027
C 3.661 3.379 0.935 -0.2 -0.1 0.0 -0.273
C -1.165 -3.145 0.079 0.0 0.1 -0.1 0.033
C 0.988 -1.896 -0.236 0.1 -0.2 0.0 -0.040
H 6.310 2.977 0.570 -0.1 0.1 -0.1 0.125
H -0.587 1.432 0.966 -0.1 0.0 0.1 0.115
H -3.218 -0.072 -0.931 -0.2 0.1 0.0 0.124
H 0.494 3.091 2.098 -0.1 0.0 0.1 0.112
H -0.573 -4.003 0.351 0.1 -0.1 0.0 0.104
H -1.754 -5.536 1.372 0.1 -0.1 0.0 0.088
H -5.085 -5.320 0.503 0.0 0.1 0.0 0.125
H -3.200 -6.420 0.882 0.0 0.0 0.0 0.087
H 6.543 6.019 0.818 0.0 0.1 0.0 0.077
H 7.858 4.919 0.373 0.1 0.0 0.0 0.075
H 2.435 0.890 -0.997 0.1 -0.1 0.0 0.096
H -6.328 -3.174 0.051 0.1 0.0 0.1 0.130
H 1.312 -1.217 0.552 0.1 0.0 0.1 0.083
H 1.427 -2.875 -0.063 0.0 0.0 0.0 0.082
H -5.215 -3.030 1.442 0.0 0.0 -0.1 0.136
H 2.560 4.392 2.455 0.0 0.1 0.1 0.118
H 5.700 4.163 -0.618 0.0 -0.1 0.1 0.125
H -1.995 -5.967 -0.338 0.0 0.0 0.0 0.098
H 1.351 -1.496 -1.179 0.2 -0.1 0.0 0.072
H -4.679 -4.649 -1.099 0.0 0.0 0.1 0.138
H 4.474 2.172 -0.652 0.1 0.0 0.0 0.105
H 7.144 4.849 1.993 0.1 0.0 0.1 0.076
```
Forces are in eV/Å.

## Properties
Relative energy (zero: lowest compared OMol25 entry of this formula, charge and spin) = 47.3 kcal per mole
Gap between HOMO and LUMO = 8.38 eV
SMILES = CCOc1ccc(NS(=O)(=O)c2cc3c(cc2C)N(C)CCO3)cc1
Calculated total energy = -1507.73870 hartree
LUMO level = 0.623 eV